(1)
# C22H39CaCl3N3O3Si

C22H39CaCl3N3O3Si as an isolated structure at a distorted geometry (wB97M-V/def2-TZVPD, the Open Molecules 2025 dataset).

Last column: Mulliken charge in e.
Element x y z (Å)
C 3.74 -1.67 0.43  -1.77
C 3.12 -1.03 1.64  0.28
H 4.72 -2.09 0.64  0.46
H 3.82 -0.92 -0.37  0.19
H 3.08 -2.46 0.06  0.31
C 3.83 -0.42 2.62  0.08
C 5.31 -0.24 2.63  -1.56
H 3.29 0.07 3.45  0.36
H 5.73 -0.26 1.61  0.39
H 5.79 -1.02 3.22  0.28
H 5.57 0.72 3.09  0.34
Ca -1.36 0.89 -0.99  1.44
Cl -1.27 -1.90 -0.15  -0.66
Cl -0.93 2.86 -2.73  -0.72
H -6.72 0.00 -2.77  0.35
H -6.41 -2.48 -2.93  0.32
C -5.67 0.19 -2.99  -1.01
C -5.40 -2.30 -3.29  -0.91
N -4.91 -1.04 -2.75  0.17
H -5.28 0.97 -2.34  0.27
C -3.70 -0.89 -2.24  0.55
O -3.22 0.25 -2.04  -0.90
H -4.73 -3.10 -2.95  0.30
H -3.13 -1.80 -1.95  0.14
H -5.57 0.51 -4.03  0.31
H -5.41 -2.28 -4.39  0.30
H 2.56 2.05 -0.55  0.12
H 2.89 2.64 2.25  0.16
C 2.10 3.05 -0.56  -0.57
C 2.56 3.60 1.81  -0.76
N 1.58 3.40 0.76  0.39
H 1.28 3.08 -1.30  0.06
C 0.27 3.29 1.07  -0.42
O -0.58 2.70 0.39  -0.44
H 2.10 4.20 2.61  0.31
H 0.03 3.78 2.03  0.29
H 2.87 3.79 -0.82  0.37
H 3.43 4.12 1.40  0.32
O 1.74 0.22 0.77  -0.21
C 1.60 -0.83 1.56  0.29
C 0.35 0.62 3.29  0.89
C 0.89 -0.61 2.91  -0.79
H 0.18 1.39 2.54  0.34
C 0.08 0.86 4.65  -0.93
H 1.10 -1.68 1.07  0.22
C 0.88 -1.67 3.81  -0.26
H -0.20 1.87 4.96  0.38
C 0.19 -0.18 5.58  -0.48
C 0.55 -1.46 5.15  -0.60
H 1.19 -2.65 3.44  0.37
H -0.01 0.01 6.63  0.36
H 0.61 -2.29 5.86  0.36
Si 0.72 -0.99 -3.72  0.23
Cl 1.03 -0.10 -1.78  0.22
C 0.16 0.37 -4.86  -0.79
C -0.54 -2.36 -3.58  -0.88
C 2.35 -1.67 -4.38  -1.03
H -0.66 0.96 -4.39  0.12
H -0.19 -0.07 -5.81  0.32
H 0.98 1.07 -5.08  0.23
H 3.13 -0.89 -4.48  0.27
H 2.11 -2.06 -5.38  0.30
H 2.73 -2.49 -3.75  0.28
H -0.74 -2.65 -2.54  0.20
H -0.15 -3.23 -4.14  0.42
H -1.49 -2.06 -4.06  0.23
C -4.33 0.34 3.05  -1.10
C -3.34 0.46 2.00  0.25
N -2.56 0.58 1.15  -0.24
H -4.34 1.26 3.65  0.27
H -4.09 -0.52 3.70  0.28
H -5.33 0.18 2.62  0.33

Output
LUMO	2.2	eV
Kohn-Sham gap	5.01	eV
total charge	-1
max |F|	3.38	eV/A
HOMO	-2.860	eV

***

(2)
# C22H39Cl3N3O3PbSi

C22H39Cl3N3O3PbSi as an isolated structure at a distorted geometry (wB97M-V/def2-TZVPD, the Open Molecules 2025 dataset).

Last column: Mulliken charge in e.
Element x y z (Å)
C -1.49 -2.16 -2.31  -1.28
C -1.09 -3.19 -1.30  0.36
H -1.22 -2.47 -3.33  0.35
H -1.05 -1.17 -2.12  -0.01
H -2.58 -2.03 -2.27  0.33
C -0.62 -4.40 -1.61  0.15
C -0.40 -4.94 -2.98  -1.44
H -0.32 -5.08 -0.80  0.38
H -0.63 -4.23 -3.78  0.36
H -1.02 -5.83 -3.15  0.30
H 0.64 -5.28 -3.11  0.26
Pb -0.25 0.25 0.91  1.20
Cl -2.79 0.16 1.46  -0.69
Cl -0.22 1.36 -1.51  -0.82
H 0.66 4.79 4.50  0.31
H -1.48 5.71 3.30  0.32
C 1.03 4.48 3.52  -0.93
C -1.01 5.36 2.38  -0.89
N -0.10 4.26 2.63  0.25
H 1.59 3.55 3.61  0.24
C -0.27 3.12 1.98  0.35
O 0.56 2.18 2.06  -0.78
H -1.78 4.98 1.71  0.26
H -1.21 3.06 1.37  0.12
H 1.68 5.26 3.10  0.32
H -0.50 6.18 1.88  0.30
H 1.55 -1.70 -2.16  0.14
H 2.41 -3.81 -0.98  0.15
C 2.37 -1.13 -1.72  -0.73
C 3.26 -3.19 -0.69  -0.82
N 2.87 -1.80 -0.53  0.31
H 2.03 -0.12 -1.48  0.17
C 2.87 -1.22 0.69  0.15
O 2.43 -0.07 0.90  -0.62
H 3.67 -3.54 0.27  0.30
H 3.29 -1.86 1.50  0.24
H 3.18 -1.08 -2.45  0.36
H 4.03 -3.26 -1.47  0.32
O -0.04 -1.90 0.31  -0.39
C -1.11 -2.73 0.16  0.13
C 0.13 -4.23 1.84  0.27
C -1.07 -3.82 1.24  -0.22
H 1.05 -3.72 1.56  0.15
C 0.12 -5.24 2.79  -0.72
H -2.06 -2.18 0.28  0.36
C -2.28 -4.38 1.64  -0.27
H 1.06 -5.56 3.26  0.37
C -1.10 -5.85 3.15  -0.36
C -2.31 -5.41 2.58  -0.67
H -3.21 -4.00 1.20  0.41
H -1.11 -6.65 3.89  0.35
H -3.26 -5.87 2.87  0.37
Si -0.39 4.82 -4.47  0.51
Cl -0.63 3.35 -5.91  -0.35
C 1.44 4.83 -4.06  -0.89
C -1.50 4.31 -3.05  -0.42
C -0.95 6.46 -5.21  -0.93
H 1.74 3.84 -3.71  0.26
H 1.66 5.57 -3.28  0.31
H 2.03 5.09 -4.95  0.26
H -0.35 6.72 -6.09  0.26
H -0.85 7.26 -4.47  0.32
H -2.00 6.40 -5.52  0.25
H -1.19 3.33 -2.69  -0.11
H -2.55 4.26 -3.38  0.28
H -1.43 5.02 -2.22  0.24
C 0.01 -0.07 6.19  -0.92
C 0.04 -0.36 4.76  0.43
N 0.04 -0.49 3.61  -0.39
H 0.89 -0.48 6.70  0.28
H -0.89 -0.49 6.65  0.27
H 0.00 1.02 6.31  0.25

Output
LUMO	2.3	eV
Kohn-Sham gap	5.66	eV
total charge	-1
max |F|	3.51	eV/A
HOMO	-3.389	eV